Here is a cluster of 18 separate species, C42H124N24O22 in total at a distorted geometry from the Open Molecules 2025 dataset. Energies are from wB97M-V/def2-TZVPD.

Each line ends with the Löwdin charge.
Atoms and positions in Å:
O 10.2629 6.1828 -2.6474  -0.20
O -0.3290 -8.7355 -5.3207  -0.17
O -15.5365 -0.9445 1.0633  -0.20
O 0.0711 -1.8398 9.2670  -0.07
O -3.4120 6.6720 2.5246  0.05
O -1.0076 -13.8155 -8.1537  -0.18
O 2.9198 -0.4229 2.2380  -0.20
O 0.0389 4.8398 -8.0657  0.07
O -4.6731 8.8208 -5.9629  -0.08
O 11.0369 -2.1062 12.0857  0.04
O 11.1827 0.4795 4.3695  0.03
O -4.7713 -3.0385 -12.3638  0.01
O 5.9014 -7.5416 2.0185  -0.09
O -19.8599 -0.9731 2.9651  -0.20
O 4.5819 6.6869 -4.5604  0.06
O 7.1319 5.9188 5.1258  0.05
O -6.2853 -1.1528 3.9195  -0.09
O 7.5165 3.1620 13.2909  0.03
O -6.9944 3.3931 -8.5409  0.02
O 6.0654 -4.2268 13.5546  -0.01
O 8.2192 -0.0645 -4.1358  -0.20
O -2.1931 0.0429 -1.4320  -0.20
N 0.1821 0.6383 0.0975  -0.06
N 6.9230 6.7704 3.1036  0.15
N 10.5734 2.4795 -2.8217  -0.07
N -9.1203 3.0186 -7.8962  0.15
N -16.9446 -1.8694 3.6498  -0.07
N 6.8418 8.0532 4.7332  0.17
N 1.3446 3.1097 -8.1409  0.18
N 7.4517 5.3777 12.8463  0.16
N -6.0437 -1.2249 -12.5104  0.15
N -1.7635 5.7419 1.4664  0.17
N 11.5988 -0.6057 10.4515  0.15
N 7.6661 3.9467 11.2284  0.14
N 10.5494 0.2212 2.2610  0.16
N -8.4163 5.0285 -7.8631  0.15
N -3.1129 4.5155 2.5248  0.17
N 12.1249 1.5593 2.6816  0.16
N 0.0181 -11.0560 -7.0139  -0.06
N 5.1105 8.2420 -3.0974  0.15
N -0.3420 3.1721 -9.4104  0.16
N 3.0212 7.9140 -3.6380  0.17
N -4.4224 -1.2488 -11.0329  0.16
N 10.7124 -2.4379 9.8960  0.13
N 4.8294 -2.6576 12.6318  0.16
N 4.7077 -4.6725 11.8823  0.18
C -8.0976 3.7869 -8.1761  -0.76
C 6.9866 6.8646 4.3982  -0.87
C -3.4156 -0.0062 -2.0115  -0.17
C -0.4838 -0.5777 9.0037  -0.36
C 11.0666 -1.6701 10.9445  -0.75
C 0.0614 0.9781 -1.3241  -0.19
C -20.5259 -0.2520 3.9010  -0.15
C -19.2925 -2.2491 3.3033  -0.19
C 3.1159 -0.6809 3.6541  -0.09
C -1.2536 -7.8000 -4.8524  -0.12
C 7.4896 4.1129 12.5276  -0.78
C 1.6383 0.0661 1.8731  -0.24
C 7.2505 -6.7882 0.1779  -0.08
C -5.0603 -1.8963 -11.9971  -0.77
C 0.1320 -13.4929 -7.3280  -0.22
C -18.2005 -2.1382 4.3438  -0.21
C 6.9052 -0.5302 -4.1702  -0.13
C 0.6437 -9.7893 -7.2767  -0.21
C -2.8186 5.6992 2.1534  -0.87
C 10.1988 3.8567 -3.2182  -0.19
C -1.7103 -14.9280 -7.6555  -0.14
C 8.4402 1.1896 -3.4582  -0.20
C -6.8215 -2.6061 2.1777  -0.08
C -16.9163 -0.5819 2.9433  -0.20
C 11.3269 0.6845 3.1786  -0.82
C 10.8656 4.9352 -2.3082  -0.22
C 0.3515 3.7913 -8.5022  -0.88
C 1.4321 -0.0090 0.3797  -0.24
C 4.2425 7.5488 -3.8111  -0.83
C -6.9350 -1.1290 2.6732  -0.31
C 5.2063 -3.8915 12.7159  -0.83
C -4.6983 9.3750 -4.6939  -0.36
C 0.8546 -12.1472 -7.5029  -0.21
C 10.5495 7.1179 -1.6224  -0.11
C -0.2504 -8.6917 -6.7043  -0.26
C -5.8756 10.3272 -4.5734  -0.09
C 7.2464 -7.5154 1.5330  -0.32
C -1.4141 1.2650 -1.6783  -0.16
C -14.4555 -0.6496 0.1841  -0.10
C 0.3496 0.6825 9.1066  -0.09
C -15.5553 -0.2263 2.2747  -0.22
C 9.9696 1.4249 -3.6616  -0.20
H -3.7666 9.9406 -4.6868  0.11
H 6.5051 -0.7729 -3.1858  0.08
H -5.8264 -3.0370 2.0682  0.07
H -17.7509 -0.4719 2.2509  0.11
H 6.0406 7.8623 -3.2014  0.11
H 4.0065 -1.2932 3.7957  0.08
H 0.2393 -7.7328 -6.8742  0.11
H -3.9870 4.3037 2.9843  0.13
H -16.8455 -2.5980 2.9575  0.10
H 12.1585 0.0672 10.9554  0.12
H 9.1089 3.8696 -3.2087  0.11
H -21.3178 -0.8187 4.3908  0.09
H -0.8642 -0.5670 7.9823  0.11
H 10.0958 1.5594 -4.7359  0.11
H 10.4852 4.0547 -4.2511  0.11
H -3.9210 -0.9468 -1.7921  0.09
H -19.8910 0.1633 4.6837  0.08
H -14.8234 -0.5602 3.0102  0.12
H 10.6297 0.4519 1.2809  0.11
H -1.2501 3.5158 -9.6885  0.12
H 6.2360 0.2119 -4.6058  0.08
H -5.9074 11.1528 -5.2844  0.07
H 10.5324 4.6396 -1.3134  0.11
H 0.6796 1.8561 -1.5111  0.12
H 3.9863 -2.4121 12.1328  0.11
H 5.3733 -1.9924 13.1627  0.13
H -9.0385 2.0120 -7.9116  0.12
H 2.2419 0.5936 -0.0318  0.12
H -18.9413 -2.7660 2.4102  0.13
H 5.9719 -7.9254 2.8956  0.07
H -0.1437 -13.5382 -6.2744  0.11
H 4.9563 9.0142 -2.4648  0.10
H -6.2735 -0.2566 -12.3379  0.11
H 0.7332 -9.6779 -8.3573  0.12
H -17.0719 0.2074 3.6788  0.12
H 0.8487 -0.4997 2.3676  0.12
H -3.6017 -1.6619 -10.6135  0.12
H 6.5363 7.5293 2.5608  0.11
H -14.5076 0.3647 -0.2116  0.08
H 1.5700 2.2737 -8.6608  0.12
H -5.9390 10.8613 -3.6254  0.07
H 0.9829 -11.9924 -8.5742  0.12
H 11.6319 7.0875 -1.4977  0.09
H 12.7333 2.1179 3.2628  0.13
H 10.0056 6.8772 -0.7090  0.08
H 7.6018 -8.5396 1.4200  0.11
H -9.8724 3.4048 -7.3437  0.10
H -21.0747 0.5384 3.3890  0.09
H -1.3673 4.8734 1.1368  0.11
H 1.7923 -12.3609 -6.9898  0.12
H 6.7577 -5.8184 0.2470  0.07
H 0.4115 0.1663 -1.9616  0.12
H 1.6624 -1.0067 0.0062  0.13
H -0.5435 -0.0427 0.2700  0.10
H 11.9549 4.9394 -2.3446  0.12
H -1.1045 -15.8331 -7.6125  0.08
H -3.3818 -0.0045 -3.1010  0.09
H -0.1449 -11.3122 -6.0507  0.11
H 11.5669 2.4198 -2.9936  0.10
H 7.1542 5.8651 2.7201  0.12
H 6.9032 8.7542 4.0086  0.12
H 0.8310 0.7822 10.0795  0.08
H -6.4639 -1.6869 -13.3041  0.12
H -3.7880 8.4826 -6.1176  0.09
H 2.3259 -1.2171 4.1798  0.08
H 3.9465 -4.2699 11.3546  0.12
H 10.2170 8.1097 -1.9290  0.09
H -1.4375 -8.0417 -3.8056  0.09
H -4.0470 0.7951 -1.6278  0.09
H -13.5386 -0.8019 0.7535  0.08
H 1.6565 1.1032 2.2082  0.12
H 10.4391 0.4530 -3.5097  0.11
H -15.4488 0.8504 2.1421  0.12
H -18.1554 -3.1022 4.8505  0.11
H 1.6674 -9.7603 -6.9034  0.12
H 0.8594 -14.2874 -7.4949  0.12
H 6.5864 8.1569 5.7048  0.14
H 10.6277 -2.0423 8.9706  0.09
H -1.3174 6.6009 1.1778  0.13
H -2.5500 3.7404 2.2046  0.11
H -0.8225 -6.8011 -4.9197  0.08
H -1.5962 1.6717 -2.6731  0.11
H -1.1622 -8.5611 -7.2871  0.13
H -1.3638 -0.3952 9.6206  0.10
H 2.2981 7.6956 -4.3085  0.13
H 4.9435 -5.6546 11.8735  0.14
H -0.0801 2.2791 -9.8029  0.10
H 3.3255 0.2748 4.1345  0.08
H -9.3447 5.2872 -7.5612  0.11
H -7.3061 -3.2983 2.8662  0.07
H 7.7673 4.5786 10.4470  0.11
H 11.9779 1.7844 1.7080  0.11
H -2.2046 -7.7367 -5.3813  0.09
H 7.8682 2.0056 -3.8999  0.11
H 7.6581 5.6097 13.8074  0.12
H -6.5452 -0.3680 1.9971  0.10
H 11.5430 -0.4663 9.4527  0.11
H 8.1853 1.2564 -2.4005  0.12
H 7.8375 -6.9769 2.2738  0.11
H -4.6750 8.6316 -3.8971  0.11
H -20.0510 -2.9519 3.6482  0.11
H -6.7880 9.7439 -4.6974  0.07
H 2.8864 8.7097 -3.0308  0.11
H -2.0216 -14.7718 -6.6227  0.08
H 8.3088 -6.6643 -0.0516  0.07
H -14.4326 -1.3203 -0.6748  0.08
H -6.5291 -0.3876 4.4454  0.08
H -7.9906 -0.8909 2.8041  0.10
H 7.5430 6.0456 12.0941  0.11
H -2.4946 -15.2837 -8.3238  0.09
H -1.9482 2.0261 -1.1094  0.11
H -7.3303 -2.6500 1.2147  0.06
H -18.2527 -1.4013 5.1453  0.12
H 1.9807 3.6298 -7.5536  0.13
H 7.9360 2.9918 11.0403  0.11
H 6.7917 -7.4193 -0.5833  0.07
H -0.3733 1.4568 8.8498  0.08
H -7.6530 5.6605 -7.6680  0.12
H -0.1912 -2.4546 8.5779  0.08
H 6.8400 -1.4257 -4.7882  0.09
H 9.7111 -0.2162 2.6162  0.12
H 10.3378 -3.3694 10.0052  0.11
H 1.0444 0.7150 8.2674  0.07
H -4.8722 -0.3751 -10.7995  0.10

Force components x, y, z for each atom (eV/Å):
O 0.38 -0.31 0.21
O -1.16 -1.35 0.25
O 0.25 -0.12 -0.88
O 0.82 -0.10 0.43
O -1.77 2.49 0.63
O 0.41 0.85 0.18
O 0.19 -1.48 0.75
O -1.02 4.23 1.87
O -0.63 -1.14 -1.38
O 0.00 0.97 0.10
O 0.20 -0.75 0.99
O 0.00 0.45 0.04
O 0.11 -0.18 0.06
O 1.09 -1.59 -2.16
O 0.96 -2.26 -1.79
O 0.33 -1.68 1.63
O 0.45 0.46 0.67
O -0.36 0.08 0.50
O -0.35 0.27 -0.24
O -0.28 -0.11 -0.49
O 0.47 0.74 0.74
O 3.00 0.32 0.39
N -0.60 -0.49 -0.93
N 0.31 -1.63 -4.79
N 0.04 0.04 -0.37
N -2.95 -3.16 0.38
N 1.12 0.09 -0.05
N -0.91 7.01 3.58
N 5.82 -2.87 2.47
N -0.54 3.25 1.68
N -3.45 1.46 -2.40
N 6.27 0.25 -4.53
N 2.09 5.26 -0.99
N 0.33 -2.43 -3.43
N -3.71 -3.04 -2.71
N 0.51 3.72 0.28
N -1.97 -6.16 1.65
N 4.00 3.43 -1.78
N 0.68 -1.71 -0.46
N 3.17 0.93 1.57
N -3.50 -2.12 -3.98
N -4.87 1.80 0.95
N 0.69 1.05 1.19
N -1.59 -2.13 -1.98
N -1.37 4.22 -0.15
N -3.42 -4.34 -4.81
C 2.37 -0.78 0.24
C 0.41 -4.73 -0.62
C -1.65 -0.10 -0.68
C -1.36 0.57 -0.79
C -0.24 -4.05 1.54
C -1.19 0.45 0.24
C -1.25 0.41 1.13
C -1.55 0.76 1.30
C 0.43 0.62 -0.89
C 0.16 0.52 0.89
C 1.08 -1.67 0.53
C 0.79 -0.06 0.86
C 0.56 -0.71 0.92
C 2.11 -3.23 0.19
C -0.22 -0.58 -0.21
C 1.00 -0.29 -0.80
C -0.71 0.20 -0.02
C -0.89 0.24 0.84
C -2.22 2.87 2.00
C 0.55 -0.39 -0.21
C 0.64 -0.73 0.16
C 1.17 -0.01 -0.61
C -0.50 0.81 -0.46
C 0.33 0.86 0.23
C -0.86 0.49 3.41
C -2.43 -1.08 -0.48
C -2.56 0.76 -1.16
C 1.72 1.01 0.74
C 1.07 -0.27 -0.61
C -0.08 -1.82 0.12
C 5.31 0.42 5.73
C 0.85 1.75 0.32
C -2.17 -1.16 -1.18
C -0.01 -0.03 -0.61
C 2.13 1.42 -1.30
C -0.50 -0.04 0.20
C -0.89 0.64 -0.51
C -1.09 -0.77 0.38
C 0.04 -0.15 0.79
C 0.24 -0.82 -0.64
C -1.57 -1.12 0.69
C -0.97 -0.06 -0.03
H 0.14 0.37 1.00
H 0.11 -0.05 0.28
H 0.28 0.69 -0.08
H 0.21 0.02 -0.39
H 0.02 0.44 0.30
H 0.07 0.03 -0.47
H 0.44 0.39 -0.66
H 0.31 0.25 -0.13
H 0.31 -0.11 -0.15
H -0.44 -0.33 0.23
H 0.03 0.64 0.39
H -0.10 -0.42 0.29
H -0.16 -0.10 -0.21
H 0.11 0.53 -0.29
H 0.06 0.07 -0.32
H 0.21 -0.10 0.45
H 0.17 0.20 0.06
H 0.63 -0.13 -0.24
H -0.22 -0.19 0.38
H 0.35 0.11 0.15
H -0.14 0.20 -0.14
H 0.38 -0.37 -0.49
H 0.32 0.16 0.47
H -0.06 0.09 -0.17
H 0.42 0.47 0.20
H -0.53 -0.01 -0.07
H 0.09 0.32 -0.16
H 0.05 0.23 -0.28
H 0.34 0.67 -0.26
H -0.38 -0.04 0.13
H -0.32 -0.18 0.30
H -0.14 -0.37 -0.31
H 0.21 -0.33 -0.04
H -0.23 0.14 -0.10
H -0.11 0.01 0.36
H -0.17 0.00 0.31
H -0.42 0.40 0.10
H 0.19 -0.72 -0.24
H -0.01 0.25 0.17
H 0.61 0.33 0.61
H 0.20 -0.47 0.36
H 0.54 0.04 -0.05
H 0.07 0.45 0.57
H -0.19 -0.24 -0.24
H 0.19 -0.21 0.27
H 0.28 -0.03 -0.03
H 0.18 -0.45 -0.19
H 0.35 0.25 -0.05
H 0.25 0.50 -0.10
H 0.47 0.67 0.07
H 0.03 -0.11 -0.02
H 0.01 -0.13 -0.24
H -0.69 -0.40 -0.14
H -0.39 -0.03 0.20
H 0.12 0.12 -0.24
H 0.77 -0.09 0.08
H 0.10 0.48 -0.31
H -0.13 1.01 0.42
H 0.28 -0.22 0.24
H -0.30 0.38 -0.36
H -0.25 0.37 1.06
H -0.03 0.36 -0.18
H -0.16 0.32 0.18
H -0.08 -0.12 -0.14
H -0.51 0.16 -0.39
H 0.12 -1.00 -0.46
H 0.15 -0.06 -0.22
H -0.08 0.15 -0.03
H -0.35 0.28 -0.23
H 0.39 0.21 -0.20
H -0.77 0.24 -0.11
H 0.16 0.13 0.61
H -0.14 0.15 -0.24
H 0.37 -0.13 0.02
H 0.22 0.37 0.40
H 0.26 -0.16 0.06
H 0.22 1.00 -0.24
H -0.03 -0.29 0.25
H -0.42 -0.21 0.18
H -0.42 -0.03 0.29
H 0.12 0.32 0.11
H 0.50 -0.68 -0.63
H -0.66 -0.76 0.50
H -0.15 -0.38 0.36
H 0.31 -0.11 0.19
H -0.29 0.35 0.04
H -0.12 0.30 0.18
H -0.24 0.08 0.30
H 0.47 0.01 -0.08
H -0.34 0.34 0.10
H -0.10 0.25 0.70
H 0.63 0.45 0.43
H -0.08 -0.54 -0.26
H -0.21 -0.06 -0.50
H -0.26 0.27 -0.32
H 0.43 -0.19 -0.21
H 0.26 0.17 0.45
H -0.04 -0.82 0.30
H 0.41 -0.01 -0.14
H -0.20 -0.10 0.11
H -0.69 0.21 0.36
H -0.17 0.11 0.02
H -0.52 -0.19 -0.32
H -0.55 0.19 -0.02
H -0.03 0.24 -0.41
H -0.39 -0.21 0.24
H 0.00 0.10 -0.02
H -0.24 -0.08 -0.03
H 0.10 0.12 0.69
H -0.36 0.94 0.02
H 0.62 0.30 0.85
H 0.01 -0.31 -0.11
H -0.80 0.19 -0.21
H 0.42 -0.70 -0.12
H -0.26 0.12 -0.36
H -0.08 0.18 0.00
H 0.11 0.38 0.62
H -0.29 0.06 -0.26
H 0.00 0.12 0.06
H 0.31 0.03 0.02
H 0.15 -0.14 -0.49
H -0.02 0.43 0.37
H 0.55 -0.04 0.34
H 1.01 -0.09 0.77

Computed properties:
Multiplicity ... 1
HOMO energy ... -0.315 Ha
Strongest force on any atom ... 7.92 eV/A
Frontier orbital gap ... 8.37 eV
LUMO ... -0.0068 Ha
E ... -4643.85773 Ha